Molecular formula: C37H46N4O2OsP2
Method: DFT, ωB97M-V/def2-TZVPD

Values from the calculation:
DFT total energy, hartree: -2579.973240
Maximum force, eV Å⁻¹: 4.03
Net charge: +2

Last column: Löwdin charge in e.
Positions of all 92 atoms, in Å:
Os1 -0.287 0.184 0.086  1.23
O1 1.608 1.631 4.918  0.09
C1 2.369 0.576 4.685  -0.25
C2 3.352 0.273 5.645  0.01
C3 4.161 -0.831 5.501  -0.04
C4 4.049 -1.633 4.364  -0.06
C5 3.123 -1.322 3.378  -0.02
C6 2.257 -0.240 3.518  -0.09
C7 1.244 0.043 2.508  -0.39
O2 1.305 -0.471 1.308  -0.22
N1 0.242 0.845 2.838  0.07
N2 -0.633 0.995 1.861  -0.20
C8 -1.766 1.710 1.987  -0.04
C9 -2.545 1.796 0.839  -0.27
C10 -3.784 2.488 0.796  0.01
C11 -4.489 2.540 -0.369  -0.01
C12 -3.965 1.904 -1.516  -0.02
C13 -2.766 1.236 -1.429  -0.15
N3 -2.050 1.161 -0.302  -0.10
H1 0.895 1.705 4.244  0.08
H2 3.422 0.922 6.505  0.13
H3 4.877 -1.080 6.267  0.12
H4 4.679 -2.502 4.251  0.11
H5 3.049 -1.933 2.494  0.11
H6 -2.028 2.167 2.929  0.15
H7 -4.128 2.957 1.704  0.13
H8 -5.426 3.065 -0.429  0.13
H9 -4.498 1.943 -2.452  0.12
H10 -2.342 0.750 -2.302  0.12
C14 -1.690 -4.125 2.206  -0.09
C15 -0.778 -2.975 1.787  -0.49
C16 0.646 -3.475 1.535  -0.10
P1 -1.368 -1.970 0.306  1.04
C17 -3.178 -2.362 0.079  -0.51
C18 -4.012 -1.584 1.094  -0.09
C19 -3.663 -2.128 -1.349  -0.08
C20 -0.555 -2.770 -1.116  -0.29
C21 -0.620 -4.136 -1.338  -0.06
C22 0.112 -4.719 -2.363  -0.01
C23 0.951 -3.931 -3.143  -0.02
C24 1.003 -2.567 -2.960  0.00
C25 0.204 -1.945 -1.981  -0.27
N4 0.131 -0.588 -1.811  -0.04
C26 0.331 0.256 -2.870  -0.30
C27 0.131 -0.131 -4.210  0.00
C28 0.371 0.747 -5.244  -0.02
C29 0.820 2.036 -4.982  -0.01
C30 0.974 2.454 -3.668  -0.05
C31 0.703 1.601 -2.610  -0.28
P2 0.892 2.063 -0.859  1.04
C32 0.401 3.863 -0.647  -0.49
C33 1.502 4.868 -0.991  -0.09
C34 -0.890 4.184 -1.402  -0.09
C35 2.739 1.997 -0.650  -0.50
C36 3.242 0.617 -1.061  -0.10
C37 3.161 2.342 0.775  -0.08
H11 -1.257 -4.603 3.084  0.10
H12 -1.771 -4.884 1.431  0.07
H13 -2.686 -3.787 2.482  0.07
H14 -0.748 -2.245 2.610  0.11
H15 0.648 -4.345 0.883  0.08
H16 1.109 -3.754 2.479  0.10
H17 1.256 -2.702 1.065  0.05
H18 -3.258 -3.435 0.290  0.11
H19 -4.040 -0.526 0.844  0.06
H20 -3.611 -1.689 2.101  0.08
H21 -5.034 -1.956 1.099  0.10
H22 -3.687 -1.069 -1.595  0.05
H23 -4.677 -2.513 -1.449  0.10
H24 -3.039 -2.647 -2.074  0.07
H25 -1.247 -4.750 -0.710  0.11
H26 0.044 -5.782 -2.535  0.13
H27 1.568 -4.388 -3.900  0.12
H28 1.689 -1.972 -3.544  0.13
H29 -0.257 -1.118 -4.420  0.12
H30 0.209 0.426 -6.262  0.13
H31 1.029 2.717 -5.792  0.13
H32 1.312 3.458 -3.468  0.10
H33 0.198 3.953 0.431  0.11
H34 1.782 4.838 -2.039  0.07
H35 2.397 4.728 -0.392  0.07
H36 1.129 5.869 -0.785  0.10
H37 -0.814 3.932 -2.458  0.07
H38 -1.093 5.250 -1.327  0.10
H39 -1.742 3.660 -0.978  0.05
H40 3.134 2.746 -1.348  0.12
H41 2.746 -0.167 -0.486  0.05
H42 4.310 0.546 -0.872  0.10
H43 3.075 0.436 -2.121  0.07
H44 2.937 1.525 1.456  0.06
H45 2.669 3.240 1.146  0.07
H46 4.235 2.510 0.803  0.10

Molecular formula: H16O8
Method: DFT, ωB97M-V/def2-TZVPD

Values from the calculation:
DFT total energy, hartree: -611.415784
Energy relative to the best compared isomer or geometry (same formula, charge and spin), eV: 4.540
Maximum force, eV Å⁻¹: 3.76

Last column: natural (NBO) charge in e.
Positions of all 24 atoms, in Å:
O1 0.090 -0.414 -0.272  -0.90
H1 -0.047 0.401 0.253  0.42
H2 -0.503 -0.977 0.146  0.47
O2 2.312 1.052 -1.055  -0.91
H3 1.472 1.259 -1.480  0.47
H4 2.143 1.284 -0.170  0.44
O3 0.459 -2.654 -1.339  -0.94
H5 0.618 -3.472 -1.821  0.46
H6 1.208 -2.609 -0.781  0.48
O4 2.010 3.430 -0.284  -0.90
H7 2.693 3.320 0.356  0.46
H8 1.244 3.210 0.294  0.45
O5 -0.621 -0.502 2.010  -0.92
H9 -1.493 -0.526 2.454  0.48
H10 -0.413 0.420 1.870  0.45
O6 2.672 -1.522 0.645  -0.94
H11 3.236 -1.868 -0.051  0.47
H12 3.159 -0.773 1.039  0.47
O7 -2.741 -1.959 -0.342  -0.92
H13 -1.861 -1.737 -0.635  0.48
H14 -3.077 -1.052 -0.034  0.44
O8 -4.353 2.120 -0.598  -0.91
H15 -3.843 1.269 -0.548  0.46
H16 -4.367 2.300 0.343  0.46

Molecular formula: C16H39Br2FNO7PS4
Method: DFT, ωB97M-V/def2-TZVPD

Values from the calculation:
DFT total energy, hartree: -8396.268572
Maximum force, eV Å⁻¹: 5.34

Last column: Löwdin charge in e.
Positions of all 71 atoms, in Å:
C1 0.568 -2.325 -0.034  -0.15
C2 -0.572 -1.465 -0.764  -0.25
C3 -0.835 -1.853 -2.300  -0.53
Br1 0.738 -2.751 -3.176  0.73
C4 -1.449 -0.661 -3.192  -0.44
F1 -2.155 -1.326 -4.277  -0.01
C5 -2.601 0.154 -2.399  -0.15
C6 -3.807 -0.773 -1.881  -0.65
C7 -4.171 -0.344 -0.362  -0.16
Br2 -5.469 -0.506 -2.997  0.62
O1 -0.474 0.181 -3.827  -0.03
C8 0.324 0.918 -2.894  -0.49
O2 1.437 0.427 -2.556  0.02
P1 -0.077 2.615 -2.144  0.96
N1 -1.677 3.195 -2.605  -0.19
O3 -0.130 2.377 -0.419  -0.32
H1 0.608 -3.412 -0.372  0.05
H2 0.395 -2.225 1.103  0.08
H3 1.595 -1.862 -0.274  0.09
H4 -1.566 -1.674 -0.207  0.11
H5 -0.338 -0.363 -0.580  0.09
H6 -1.649 -2.672 -2.286  0.11
H7 -2.167 0.784 -1.557  0.06
H8 -3.061 0.865 -3.187  0.11
H9 -3.597 -1.890 -1.920  0.09
H10 -5.087 0.353 -0.422  0.06
H11 -3.340 0.244 0.156  0.07
H12 -4.423 -1.245 0.303  0.08
H13 -2.289 2.982 -1.787  0.03
H14 -1.594 4.231 -2.583  0.04
H15 -0.983 1.946 -0.190  0.02
C9 2.688 -7.994 -0.057  -0.27
S1 2.058 -6.307 0.084  0.77
O4 2.428 -5.585 -1.171  -0.55
C10 3.212 -5.784 1.370  -0.26
H16 2.130 -8.506 -0.843  0.05
H17 3.748 -7.977 -0.318  0.06
H18 2.543 -8.519 0.889  0.05
H19 4.239 -5.904 1.020  0.06
H20 3.049 -6.380 2.270  0.05
H21 3.025 -4.734 1.593  0.05
C11 3.301 3.939 -0.921  -0.28
S2 2.665 5.625 -0.795  0.77
O5 3.036 6.340 -2.056  -0.57
C12 3.816 6.161 0.489  -0.28
H22 2.747 3.419 -1.703  0.01
H23 4.361 3.958 -1.180  0.06
H24 3.154 3.423 0.030  0.06
H25 4.844 6.040 0.141  0.06
H26 3.653 5.572 1.393  0.05
H27 3.626 7.212 0.704  0.04
C13 -0.514 -6.916 3.660  -0.26
S3 -0.830 -5.867 2.224  0.79
O6 0.220 -4.804 2.206  -0.57
C14 -2.343 -5.121 2.870  -0.27
H28 0.419 -7.456 3.493  0.04
H29 -0.421 -6.302 4.558  0.06
H30 -1.330 -7.632 3.775  0.05
H31 -2.137 -4.619 3.817  0.06
H32 -3.099 -5.895 3.011  0.05
H33 -2.703 -4.391 2.144  0.05
C15 0.217 9.330 1.703  -0.27
S4 0.127 7.730 2.536  0.82
O7 1.305 6.928 2.091  -0.57
C16 -1.312 7.128 1.626  -0.27
H34 1.080 9.873 2.091  0.05
H35 0.334 9.185 0.628  0.06
H36 -0.691 9.901 1.910  0.05
H37 -1.100 7.121 0.555  0.06
H38 -2.170 7.769 1.835  0.05
H39 -1.530 6.113 1.959  0.05

Molecular formula: C32H37MoN4OSSi
Method: DFT, ωB97M-V/def2-TZVPD

Values from the calculation:
DFT total energy, hartree: -2291.622361
2S+1: 3
Maximum force, eV Å⁻¹: 1.52
Net charge: +1

Last column: Mulliken spin population.
Positions of all 77 atoms, in Å:
Mo1 0.032 -0.818 0.243  2.17
C1 2.304 3.203 2.412  0.00
C2 2.730 4.164 1.333  0.00
C3 3.735 5.094 1.589  0.00
C4 4.106 6.040 0.648  0.00
C5 3.467 6.081 -0.582  0.00
C6 2.483 5.152 -0.873  0.00
C7 2.125 4.193 0.069  0.00
N1 1.094 3.264 -0.275  0.01
C8 1.254 1.923 -0.286  0.01
N2 2.506 1.482 -0.290  -0.02
C9 2.990 0.158 -0.242  0.00
C10 2.116 -0.919 -0.047  -0.21
C11 2.721 -2.190 -0.033  0.01
C12 4.082 -2.363 -0.175  -0.02
C13 4.906 -1.259 -0.351  0.05
C14 4.378 0.020 -0.390  -0.02
C15 5.268 1.221 -0.590  0.00
N3 0.201 1.090 -0.340  0.18
C16 -1.090 1.729 -0.420  -0.02
C17 -1.659 2.273 0.730  -0.05
C18 -2.860 2.961 0.658  0.00
C19 -3.494 3.097 -0.568  0.01
C20 -2.936 2.535 -1.707  0.00
C21 -1.729 1.845 -1.660  -0.02
C22 -1.112 1.229 -2.884  0.01
H1 2.487 3.641 3.391  0.00
H2 2.861 2.263 2.361  0.00
H3 1.242 2.968 2.333  0.00
H4 4.216 5.087 2.559  0.00
H5 4.881 6.757 0.881  0.00
H6 3.736 6.830 -1.314  0.00
H7 1.990 5.161 -1.837  0.00
H8 0.176 3.627 -0.476  0.00
H9 3.210 2.205 -0.312  0.00
H10 2.094 -3.066 0.096  0.01
H11 4.511 -3.356 -0.146  0.00
H12 5.974 -1.395 -0.464  0.00
H13 6.302 0.906 -0.707  0.00
H14 5.232 1.903 0.266  0.00
H15 4.993 1.782 -1.488  0.00
H16 -1.147 2.147 1.679  -0.03
H17 -3.289 3.390 1.554  0.00
H18 -4.429 3.637 -0.635  0.00
H19 -3.439 2.639 -2.660  0.00
H20 -1.815 1.213 -3.714  0.00
H21 -0.793 0.205 -2.682  0.00
H22 -0.227 1.791 -3.196  0.00
C23 -4.008 -5.721 -2.303  0.00
Si1 -3.081 -5.235 -0.743  0.00
C24 -1.328 -5.900 -0.671  0.00
C25 -4.025 -5.836 0.777  0.00
C26 -3.163 -3.327 -0.570  0.02
C27 -4.395 -2.767 -0.230  0.00
C28 -4.520 -1.432 0.136  0.01
C29 -3.375 -0.668 0.204  0.02
N4 -2.187 -1.151 -0.165  -0.04
C30 -2.091 -2.429 -0.597  0.00
S1 -0.478 -2.737 -1.199  -0.07
H23 -4.129 -6.806 -2.346  0.00
H24 -3.488 -5.409 -3.210  0.00
H25 -5.007 -5.280 -2.321  0.00
H26 -1.350 -6.988 -0.565  0.00
H27 -0.795 -5.489 0.187  0.00
H28 -0.757 -5.662 -1.568  0.00
H29 -4.129 -6.923 0.764  0.00
H30 -5.030 -5.415 0.827  0.00
H31 -3.505 -5.564 1.698  0.00
H32 -5.279 -3.395 -0.245  0.00
H33 -5.476 -1.000 0.394  0.00
H34 -3.399 0.361 0.538  0.01
C31 -0.181 -0.874 3.666  -0.01
C32 -0.215 -1.206 2.215  -0.07
O1 -0.451 -2.336 1.790  0.08
H35 -0.119 -1.789 4.254  0.00
H36 -1.093 -0.335 3.933  0.00
H37 0.667 -0.226 3.888  0.00